{
  "formula": "C4H7NO3",
  "method": "wB97M-V/def2-TZVPD",
  "orbital_gap_ev": 10.07,
  "e_above_lowest_kj_mol": 504.7,
  "homo_ev": -9.3,
  "species": ["C", "C", "C", "C", "N", "O", "O", "O", "H", "H", "H", "H", "H", "H", "H"],
  "xyz": [[0.193, -1.282, -0.792], [-1.309, -0.450, 1.220], [0.994, -0.228, -1.475], [-0.550, -0.164, -0.041], [0.920, 1.762, 0.694], [1.174, 0.477, 0.151], [1.615, 0.101, -2.396], [-0.982, 0.648, -0.931], [1.821, 2.232, 0.637], [0.269, 2.210, 0.041], [0.826, -1.938, -0.192], [-0.451, -1.813, -1.491], [-2.142, -1.115, 0.991], [-0.671, -0.921, 1.966], [-1.707, 0.482, 1.619]]
}

***

{
  "formula": "C6H12NO3Si",
  "method": "wB97M-V/def2-TZVPD",
  "orbital_gap_ev": 7.30,
  "e_above_lowest_kj_mol": 17.4,
  "homo_ev": -3.6,
  "charge": -1,
  "species": ["C", "C", "C", "C", "C", "C", "N", "O", "O", "O", "Si", "H", "H", "H", "H", "H", "H", "H", "H", "H", "H", "H", "H"],
  "xyz": [[1.522, -2.007, -1.525], [-0.793, 0.331, -1.890], [1.621, 0.047, 1.529], [-0.836, 2.171, 1.433], [-1.357, -0.961, 1.649], [0.169, 0.318, -0.907], [1.476, -1.771, -2.711], [-2.017, 0.438, -1.744], [1.734, -2.551, -0.525], [-0.335, 0.327, -3.290], [-0.127, 0.371, 0.843], [1.837, 0.644, 2.423], [1.707, -1.022, 1.721], [2.376, 0.165, 0.813], [-1.552, 2.772, 0.912], [-1.333, 2.207, 2.455], [0.147, 2.647, 1.631], [-2.128, -1.072, 0.818], [-1.057, -1.905, 1.838], [-1.884, -0.429, 2.511], [1.277, 0.188, -1.084], [-1.176, 0.270, -3.916], [0.728, -1.177, -2.983]]
}

***

{
  "formula": "C35H85FN27O21",
  "method": "wB97M-V/def2-TZVPD",
  "orbital_gap_ev": 7.44,
  "homo_ev": -10.6,
  "charge": 1,
  "species": ["C", "C", "O", "C", "C", "C", "C", "O", "O", "O", "C", "C", "C", "C", "O", "C", "C", "O", "C", "N", "C", "C", "C", "C", "C", "C", "O", "C", "C", "O", "C", "F", "H", "H", "H", "H", "H", "H", "H", "H", "H", "H", "H", "H", "H", "H", "H", "H", "H", "H", "H", "H", "H", "H", "H", "H", "H", "H", "H", "H", "H", "H", "H", "H", "H", "C", "O", "N", "N", "H", "H", "H", "H", "C", "O", "N", "N", "H", "H", "H", "H", "C", "O", "N", "N", "H", "H", "H", "H", "C", "O", "N", "N", "H", "H", "H", "H", "C", "O", "N", "N", "H", "H", "H", "H", "C", "O", "N", "N", "H", "H", "H", "H", "C", "O", "N", "N", "H", "H", "H", "H", "C", "O", "N", "N", "H", "H", "H", "H", "C", "O", "N", "N", "H", "H", "H", "H", "C", "O", "N", "N", "H", "H", "H", "H", "C", "O", "N", "N", "H", "H", "H", "H", "C", "O", "N", "N", "H", "H", "H", "H", "C", "O", "N", "N", "H", "H", "H", "H"],
  "xyz": [[-1.760, -0.711, 4.591], [-0.808, -0.291, 3.490], [-1.444, 0.690, 2.660], [-1.236, 0.533, 1.300], [-1.371, 1.843, 0.549], [-1.548, 1.843, -0.834], [-1.602, 0.509, -1.505], [-2.629, 0.007, -1.814], [-0.448, -0.142, -1.680], [0.585, 0.834, -1.805], [-1.673, 3.012, -1.575], [-1.895, 2.929, -3.054], [-3.309, 3.370, -3.451], [-4.424, 2.534, -2.996], [-4.080, 3.912, -2.463], [-1.574, 4.249, -0.912], [-1.623, 5.543, -1.687], [-0.663, 5.592, -2.711], [0.643, 5.216, -2.274], [-1.435, 4.271, 0.435], [-1.329, 5.521, 1.226], [0.145, 5.850, 1.536], [0.557, 5.552, 2.976], [1.687, 6.417, 3.525], [2.010, 5.943, 4.938], [2.730, 4.615, 4.977], [3.819, 4.507, 4.027], [3.658, 3.554, 3.098], [3.659, 3.987, 1.669], [3.537, 2.403, 3.396], [-1.329, 3.111, 1.140], [-1.135, 3.282, 2.428], [-1.206, -0.963, 5.483], [-2.378, -1.546, 4.291], [-2.396, 0.140, 4.811], [-0.516, -1.160, 2.912], [0.064, 0.152, 3.961], [-1.985, -0.152, 0.892], [-0.262, 0.102, 1.058], [1.337, 0.374, -1.406], [-1.784, 1.918, -3.425], [-1.221, 3.560, -3.612], [-3.402, 3.791, -4.436], [-5.427, 2.704, -3.343], [-4.290, 1.936, -2.116], [-1.509, 6.428, -1.069], [-2.609, 5.591, -2.128], [0.911, 5.738, -1.355], [1.361, 5.487, -3.036], [0.736, 4.140, -2.159], [-1.819, 6.346, 0.742], [-1.841, 5.372, 2.162], [0.761, 5.236, 0.887], [0.368, 6.882, 1.288], [0.907, 4.525, 3.004], [-0.280, 5.593, 3.667], [1.338, 7.442, 3.598], [2.579, 6.359, 2.919], [1.063, 5.773, 5.443], [2.534, 6.702, 5.505], [2.046, 3.797, 4.782], [3.121, 4.433, 5.966], [4.457, 3.486, 1.143], [3.809, 5.055, 1.580], [2.707, 3.733, 1.227], [3.228, 4.009, -4.779], [3.103, 4.861, -3.899], [3.793, 2.800, -4.567], [2.808, 4.223, -6.061], [3.864, 2.128, -5.315], [4.155, 2.595, -3.649], [2.395, 5.110, -6.274], [2.930, 3.538, -6.788], [4.435, 0.424, -7.575], [4.122, 1.562, -7.233], [5.488, 0.188, -8.400], [3.774, -0.686, -7.158], [5.771, -0.735, -8.674], [6.006, 0.982, -8.727], [3.002, -0.561, -6.532], [4.055, -1.617, -7.423], [5.948, -4.008, -6.311], [5.570, -3.139, -7.092], [5.076, -4.805, -5.626], [7.255, -4.268, -6.075], [5.384, -5.537, -5.009], [4.097, -4.652, -5.771], [7.932, -3.720, -6.572], [7.558, -4.986, -5.435], [-4.438, -3.706, 3.356], [-3.610, -3.472, 4.232], [-4.855, -2.752, 2.481], [-4.998, -4.934, 3.187], [-5.524, -2.919, 1.740], [-4.462, -1.837, 2.588], [-4.731, -5.679, 3.813], [-5.670, -5.121, 2.468], [6.000, 3.071, -1.039], [5.494, 2.723, -2.091], [6.478, 2.178, -0.120], [6.134, 4.389, -0.709], [6.909, 2.447, 0.744], [6.406, 1.204, -0.347], [5.797, 5.061, -1.376], [6.564, 4.710, 0.138], [-5.113, -3.330, -1.370], [-5.544, -3.221, -0.229], [-4.343, -2.379, -1.940], [-5.380, -4.431, -2.143], [-3.975, -2.432, -2.880], [-4.134, -1.573, -1.384], [-5.932, -5.159, -1.732], [-5.031, -4.544, -3.077], [2.339, 0.900, 7.300], [1.956, 0.990, 8.457], [3.232, 1.780, 6.760], [1.895, -0.070, 6.454], [3.539, 1.737, 5.803], [3.583, 2.502, 7.359], [1.236, -0.734, 6.814], [2.200, -0.160, 5.503], [0.437, -3.755, 5.387], [0.694, -2.630, 4.970], [1.400, -4.537, 5.964], [-0.800, -4.307, 5.315], [1.225, -5.457, 6.318], [2.324, -4.154, 6.033], [-1.544, -3.770, 4.903], [-1.013, -5.224, 5.659], [-3.125, -1.964, -5.708], [-2.898, -2.166, -4.522], [-4.190, -1.225, -6.129], [-2.326, -2.465, -6.691], [-4.395, -1.049, -7.094], [-4.796, -0.846, -5.425], [-1.537, -3.015, -6.404], [-2.489, -2.315, -7.668], [7.351, -7.765, -6.401], [7.286, -7.042, -5.414], [8.072, -8.919, -6.403], [6.707, -7.460, -7.561], [8.142, -9.526, -7.197], [8.555, -9.162, -5.558], [6.173, -6.610, -7.582], [6.746, -8.033, -8.382], [-9.814, -4.124, -2.760], [-10.891, -3.575, -2.635], [-8.672, -3.651, -2.173], [-9.657, -5.265, -3.505], [-7.773, -4.086, -2.264], [-8.754, -2.820, -1.619], [-10.475, -5.638, -3.948], [-8.780, -5.735, -3.623], [-5.255, -8.499, 5.216], [-5.021, -7.329, 4.960], [-4.301, -9.340, 5.710], [-6.490, -9.051, 5.034], [-4.472, -10.302, 5.932], [-3.386, -8.959, 5.859], [-7.212, -8.453, 4.680], [-6.706, -10.007, 5.242], [-1.053, 4.284, 9.192], [-2.044, 4.984, 9.291], [0.122, 4.574, 9.833], [-1.022, 3.149, 8.432], [0.939, 3.996, 9.771], [0.140, 5.395, 10.406], [-1.865, 2.891, 7.955], [-0.211, 2.559, 8.349]]
}

***

{
  "formula": "C25H23ClN2O4SZn",
  "method": "wB97M-V/def2-TZVPD",
  "orbital_gap_ev": 3.28,
  "homo_ev": -14.5,
  "charge": 2,
  "species": ["N", "C", "C", "C", "C", "C", "C", "C", "C", "C", "C", "C", "C", "N", "C", "C", "C", "C", "C", "S", "O", "O", "Cl", "C", "O", "C", "C", "C", "C", "C", "C", "C", "O", "H", "H", "H", "H", "H", "H", "H", "H", "H", "H", "H", "H", "H", "H", "H", "H", "H", "H", "H", "H", "H", "H", "H", "Zn"],
  "xyz": [[2.904, -1.016, 3.694], [1.636, -0.461, 4.094], [1.177, 0.843, 3.324], [0.281, 0.441, 2.188], [-1.031, 0.177, 2.522], [-1.994, -0.192, 1.666], [-1.683, -0.335, 0.349], [-0.375, -0.064, -0.093], [-0.140, -0.203, -1.568], [0.208, -1.431, -2.094], [0.453, -1.633, -3.440], [0.304, -0.503, -4.243], [-0.085, 0.673, -3.626], [-0.305, 0.871, -2.333], [0.651, 0.332, 0.816], [2.083, 0.676, 0.448], [2.800, -0.297, -0.522], [2.996, 0.384, -1.906], [4.278, 1.234, -1.970], [5.542, 0.310, -2.850], [6.815, 0.895, -2.611], [5.385, -1.063, -2.491], [5.020, 0.546, -4.814], [-2.846, -0.781, -0.509], [-2.752, -1.476, -1.471], [-4.184, -0.281, -0.018], [-5.202, 0.020, -0.886], [-6.422, 0.517, -0.429], [-6.638, 0.713, 0.931], [-5.637, 0.400, 1.835], [-4.427, -0.087, 1.365], [-3.324, -0.420, 2.245], [-3.420, -0.837, 3.440], [2.774, -1.739, 3.000], [3.513, -0.296, 3.329], [1.575, -0.283, 5.180], [0.879, -1.227, 3.878], [2.005, 1.474, 3.017], [0.536, 1.408, 4.012], [-1.459, 0.221, 3.500], [0.304, -2.275, -1.416], [0.748, -2.593, -3.840], [0.487, -0.552, -5.307], [-0.228, 1.537, -4.270], [2.697, 0.731, 1.344], [2.067, 1.700, 0.056], [3.810, -0.499, -0.156], [2.294, -1.253, -0.626], [2.167, 1.084, -2.032], [2.903, -0.329, -2.723], [4.057, 2.111, -2.582], [4.619, 1.594, -1.001], [-5.071, -0.115, -1.954], [-7.225, 0.754, -1.114], [-7.583, 1.122, 1.263], [-5.826, 0.578, 2.887], [-2.113, -1.103, 4.514]]
}

***

{
  "formula": "C4H11S",
  "method": "wB97M-V/def2-TZVPD",
  "orbital_gap_ev": [9.01, 9.02],
  "e_above_lowest_kj_mol": 640.9,
  "homo_ev": [-13.7, -13.7],
  "charge": 1,
  "species": ["C", "C", "C", "C", "S", "H", "H", "H", "H", "H", "H", "H", "H", "H", "H", "H"],
  "xyz": [[2.055, 0.404, 0.167], [-1.231, 1.123, -0.316], [0.041, -1.285, -1.021], [0.078, -0.537, 1.622], [0.388, 0.160, -0.015], [2.318, 1.341, 0.651], [2.329, 0.831, -1.786], [-1.415, 0.961, -1.404], [-1.403, 2.052, 0.240], [-2.020, 0.366, 0.053], [-0.052, -1.173, -2.130], [-0.858, -1.784, -0.765], [0.878, -2.070, -0.802], [1.067, -0.971, 2.007], [-0.705, -1.427, 1.629], [-0.306, 0.197, 2.364]]
}

***

{
  "formula": "C7H13ClN2O3",
  "method": "wB97M-V/def2-TZVPD",
  "orbital_gap_ev": 8.42,
  "e_above_lowest_kj_mol": 19.8,
  "smiles": "N/C(O)=C(\\O)Cl.CC(C)(C)N=C=O",
  "homo_ev": -7.9,
  "species": ["N", "C", "O", "C", "O", "Cl", "H", "H", "H", "H", "C", "C", "C", "C", "N", "C", "O", "H", "H", "H", "H", "H", "H", "H", "H", "H"],
  "xyz": [[0.221, 0.128, -3.403], [-0.277, 0.997, -2.474], [0.734, 1.648, -1.757], [-1.571, 1.037, -2.081], [-2.571, 0.486, -2.717], [-1.945, 2.307, -0.931], [1.072, -0.195, -3.023], [-0.311, -0.599, -3.871], [0.264, 2.249, -1.162], [-3.027, -0.205, -2.104], [0.025, 0.774, 2.237], [0.538, -0.437, 1.573], [0.941, -1.642, 2.466], [1.707, -0.160, 0.642], [-0.624, -0.877, 0.930], [-1.458, -0.995, 0.072], [-2.329, -1.322, -0.609], [-0.268, 1.229, 1.276], [-0.989, 0.704, 2.710], [0.774, 1.315, 2.789], [1.411, -1.214, 3.394], [1.632, -2.416, 1.979], [0.126, -2.237, 2.931], [1.859, -1.076, 0.048], [1.558, 0.531, -0.172], [2.510, -0.030, 1.259]]
}

***

| no. | electronic energy (eV) |
| --- | --- |
| 1 | -11890.047 |
| 2 | -21928.005 |
| 3 | -123625.981 |
| 4 | -109223.408 |
| 5 | -15146.914 |
| 6 | -29113.139 |